Record 1
ORCA calculation (the ωB97M-V functional and the def2-TZVPD basis) on a molecular structure, C42H128AsF6N28O18 at a distorted geometry.

gap between HOMO and LUMO	7.717	eV
spin multiplicity	1
HOMO	-6.7	eV
total charge	-1

Element x y z (Å)
As  0.51  -0.08  -0.33
F  1.37  0.51  1.18
F  1.22  -1.77  -0.17
F  -0.34  -0.67  -1.83
F  -0.28  1.53  -0.40
F  1.97  0.35  -1.30
F  -0.86  -0.69  0.67
C  -0.37  -3.85  8.40
C  0.14  -4.08  6.92
C  0.98  -2.86  6.39
O  0.49  -1.49  6.32
C  -0.34  -1.32  5.22
N  0.70  -5.37  6.81
H  0.37  -4.08  9.17
H  -1.20  -4.51  8.65
H  -0.75  -2.83  8.46
H  -0.70  -4.18  6.23
H  1.46  -3.20  5.47
H  1.83  -2.81  7.07
H  -1.07  -2.13  5.20
H  0.26  -1.21  4.31
H  -0.87  -0.36  5.21
H  1.25  -5.43  7.66
H  0.02  -6.12  6.80
C  7.93  2.84  -0.70
C  7.43  3.07  0.69
C  6.41  1.98  1.16
O  5.79  2.13  2.44
C  5.03  0.96  2.74
N  8.49  3.32  1.61
H  8.64  3.61  -1.02
H  7.21  2.56  -1.47
H  8.56  1.95  -0.64
H  6.93  4.04  0.67
H  7.00  1.07  1.03
H  5.53  2.08  0.52
H  4.28  0.89  1.95
H  4.44  1.20  3.62
H  5.71  0.12  2.90
H  9.02  2.47  1.70
H  9.19  3.95  1.25
C  -2.34  7.92  -3.96
C  -2.20  8.23  -2.51
C  -1.63  7.07  -1.68
O  -2.56  5.98  -1.41
C  -2.18  4.96  -0.54
N  -1.22  9.30  -2.48
H  -2.26  8.76  -4.65
H  -3.32  7.44  -4.04
H  -1.55  7.26  -4.32
H  -3.06  8.52  -1.92
H  -1.31  7.52  -0.74
H  -0.83  6.50  -2.14
H  -1.81  5.36  0.41
H  -1.41  4.35  -1.01
H  -3.02  4.28  -0.42
H  -1.38  9.96  -1.74
H  -0.47  8.74  -2.11
C  -3.14  -4.03  0.25
C  -4.26  -3.59  1.27
C  -5.72  -3.58  0.74
O  -6.04  -2.56  -0.16
C  -5.21  -2.31  -1.25
N  -4.08  -4.20  2.56
H  -2.36  -4.72  0.60
H  -2.58  -3.19  -0.14
H  -3.58  -4.51  -0.62
H  -3.96  -2.55  1.38
H  -6.29  -3.50  1.67
H  -5.95  -4.54  0.28
H  -5.98  -1.84  -1.86
H  -4.75  -3.17  -1.73
H  -4.42  -1.64  -0.90
H  -3.15  -4.58  2.68
H  -4.14  -3.74  3.45
C  -6.78  0.28  5.10
C  -5.81  1.21  4.44
C  -4.98  0.41  3.46
O  -4.17  1.24  2.67
C  -3.61  0.61  1.49
N  -6.58  2.29  3.75
H  -6.27  -0.64  5.40
H  -7.58  -0.02  4.42
H  -7.21  0.83  5.94
H  -5.12  1.66  5.15
H  -5.60  -0.37  3.01
H  -4.19  -0.10  4.01
H  -2.55  0.71  1.70
H  -4.00  1.14  0.62
H  -3.85  -0.45  1.54
H  -7.51  2.29  4.14
H  -6.65  1.95  2.80
C  -2.77  4.12  -4.23
C  -1.79  3.34  -5.09
C  -0.31  3.29  -4.49
O  0.61  2.42  -5.14
C  1.82  2.06  -4.49
N  -2.37  2.04  -5.35
H  -2.84  3.64  -3.25
H  -3.81  4.18  -4.55
H  -2.43  5.14  -4.07
H  -1.80  3.73  -6.10
H  -0.35  2.97  -3.45
H  0.09  4.31  -4.46
H  2.46  1.50  -5.17
H  1.59  1.35  -3.70
H  2.48  2.86  -4.14
H  -1.83  1.83  -6.18
H  -2.24  1.44  -4.54
C  3.59  7.91  -4.47
C  3.07  6.74  -3.64
C  3.76  6.76  -2.24
O  3.51  5.56  -1.60
C  4.40  5.19  -0.59
N  1.67  6.95  -3.41
H  3.61  8.93  -4.09
H  3.17  7.88  -5.47
H  4.63  7.67  -4.65
H  3.22  5.74  -4.04
H  3.31  7.55  -1.63
H  4.80  7.06  -2.35
H  4.82  5.99  0.01
H  5.07  4.61  -1.22
H  3.93  4.59  0.19
H  1.39  6.29  -2.70
H  1.29  6.80  -4.33
C  0.15  -7.50  1.39
C  0.31  -8.09  -0.04
C  1.74  -7.90  -0.58
O  2.28  -6.53  -0.73
C  1.46  -5.68  -1.51
N  0.03  -9.55  0.04
H  0.84  -7.83  2.16
H  -0.83  -7.60  1.87
H  0.18  -6.41  1.31
H  -0.28  -7.51  -0.75
H  1.85  -8.39  -1.54
H  2.40  -8.41  0.13
H  0.59  -5.43  -0.91
H  1.20  -6.13  -2.47
H  1.98  -4.74  -1.69
H  0.86  -9.96  0.45
H  -0.65  -9.74  0.77
C  -5.07  1.33  -2.88
O  -4.52  0.34  -3.29
N  -4.52  2.00  -1.98
N  -6.23  1.78  -3.20
H  -3.70  1.57  -1.59
H  -5.12  2.73  -1.63
H  -6.78  1.33  -3.92
H  -6.55  2.49  -2.56
C  1.19  -1.90  -4.49
O  1.92  -2.42  -5.31
N  0.97  -2.30  -3.24
N  0.47  -0.91  -4.73
H  0.43  -1.79  -2.55
H  1.44  -3.13  -2.92
H  0.58  -0.44  -5.62
H  -0.15  -0.69  -3.97
C  -2.20  -4.73  -3.67
O  -1.52  -5.50  -3.02
N  -1.80  -3.47  -3.74
N  -3.21  -5.16  -4.30
H  -1.29  -3.10  -2.94
H  -2.20  -2.77  -4.35
H  -3.27  -6.17  -4.35
H  -3.61  -4.53  -4.98
C  2.06  3.73  2.90
O  2.69  4.60  3.45
N  2.48  2.97  2.01
N  0.81  3.50  3.25
H  3.45  2.91  1.73
H  1.88  2.22  1.70
H  0.37  2.68  2.87
H  0.42  4.02  4.02
C  3.81  -2.40  3.10
O  3.21  -3.05  2.27
N  5.08  -2.56  3.42
N  3.28  -1.38  3.70
H  5.53  -2.28  4.28
H  5.51  -3.31  2.89
H  3.86  -1.09  4.48
H  2.37  -0.96  3.52
C  -3.29  -1.91  -6.30
O  -4.04  -2.82  -5.92
N  -2.40  -1.95  -7.36
N  -3.06  -0.89  -5.49
H  -2.37  -2.74  -7.98
H  -1.89  -1.14  -7.69
H  -3.80  -0.75  -4.82
H  -2.60  -0.05  -5.83
C  4.82  -6.08  1.42
O  5.72  -6.87  1.22
N  4.69  -4.92  0.78
N  3.88  -6.16  2.28
H  3.77  -4.52  0.95
H  5.23  -4.98  -0.07
H  3.36  -5.33  2.54
H  3.69  -7.01  2.79
C  5.13  -1.53  -0.99
O  5.88  -2.43  -0.76
N  4.09  -1.26  -0.29
N  5.35  -0.57  -1.88
H  3.41  -0.58  -0.61
H  3.75  -2.16  0.01
H  6.26  -0.73  -2.29
H  4.58  0.01  -2.16
C  -2.98  4.35  3.13
O  -2.41  5.42  3.33
N  -4.14  3.99  3.69
N  -2.49  3.39  2.41
H  -4.36  4.66  4.42
H  -4.67  3.14  3.61
H  -3.09  2.58  2.36
H  -1.70  3.72  1.88
C  -0.33  -4.14  2.97
O  -1.32  -4.83  3.13
N  0.75  -4.68  3.35
N  -0.17  -2.95  2.37
H  1.63  -4.21  3.19
H  0.72  -5.60  3.77
H  -0.98  -2.70  1.81
H  0.74  -2.55  2.25

***

Record 2
ORCA calculation (the ωB97M-V functional and the def2-TZVPD basis) on 2 unconnected molecules or ions with the total composition C3H2N4 at a distorted geometry.

gap between HOMO and LUMO	10.030	eV
spin multiplicity	1
structure (SMILES)	N#CC=C=N.N#N
HOMO	-9.7	eV
total charge	0
energy above the lowest of the compared OMol25 structures with the same formula, charge and spin	44.5	kJ/mol

Element x y z (Å)
N  2.96  -0.15  0.33
C  1.90  -0.26  -0.12
C  0.65  -0.52  -0.73
C  -0.58  -0.52  -0.25
N  -1.79  -0.61  -0.12
H  0.59  -1.28  -1.50
H  -2.17  -1.51  0.16
N  -1.14  2.80  1.32
N  -0.42  2.07  0.91

***

Record 3
ORCA calculation (the ωB97M-V functional and the def2-TZVPD basis) on C26H30FN7O2 in the gas phase at a distorted geometry.

gap between HOMO and LUMO	7.655	eV
spin multiplicity	1
structure (SMILES)	CCc1ccc2[nH]c(=O)c([C@H](c3nnnn3CCOC)N3CCN(c4ccc(F)cc4)CC3)cc2c1
HOMO	-7.5	eV
total charge	0
energy above the lowest of the compared OMol25 structures with the same formula, charge and spin	16.3	kJ/mol

Element x y z (Å)
C  5.73  -1.18  3.00
C  4.32  -1.06  3.57
C  3.30  -1.48  2.55
C  3.02  -2.84  2.36
C  2.11  -3.26  1.42
C  1.45  -2.32  0.63
N  0.54  -2.69  -0.33
C  -0.15  -1.84  -1.15
O  -0.90  -2.30  -2.01
C  0.10  -0.42  -0.94
C  -0.69  0.50  -1.85
C  0.14  1.63  -2.35
N  1.00  2.38  -1.69
N  1.45  3.28  -2.54
N  0.92  3.15  -3.68
N  0.08  2.12  -3.62
C  -0.72  1.71  -4.74
C  -2.22  2.03  -4.55
O  -2.58  3.33  -4.94
C  -2.15  4.35  -4.07
N  -1.93  1.07  -1.32
C  -1.80  1.94  -0.16
C  -2.48  1.33  1.08
N  -2.29  -0.10  1.10
C  -1.52  -0.77  2.01
C  -1.64  -2.16  2.15
C  -0.85  -2.86  3.04
C  0.05  -2.18  3.83
F  0.83  -2.86  4.70
C  0.18  -0.81  3.74
C  -0.59  -0.11  2.83
C  -3.00  -0.76  0.03
C  -3.05  0.17  -1.21
C  1.00  -0.02  -0.01
C  1.71  -0.95  0.80
C  2.65  -0.55  1.77
H  5.93  -2.21  2.71
H  6.47  -0.88  3.74
H  5.84  -0.55  2.12
H  4.14  -0.02  3.86
H  4.23  -1.69  4.46
H  3.52  -3.57  2.98
H  1.90  -4.31  1.29
H  0.37  -3.68  -0.47
H  -0.99  -0.12  -2.71
H  -0.34  2.23  -5.61
H  -0.60  0.63  -4.88
H  -2.50  1.85  -3.50
H  -2.80  1.37  -5.20
H  -2.42  4.12  -3.03
H  -2.68  5.25  -4.38
H  -1.07  4.53  -4.14
H  -2.28  2.90  -0.39
H  -0.75  2.13  0.04
H  -2.09  1.79  1.99
H  -3.56  1.53  1.05
H  -2.36  -2.71  1.57
H  -0.95  -3.93  3.14
H  0.89  -0.29  4.36
H  -0.45  0.95  2.75
H  -2.48  -1.67  -0.25
H  -4.02  -1.02  0.33
H  -3.95  0.79  -1.17
H  -3.10  -0.45  -2.11
H  1.23  1.03  0.10
H  2.85  0.50  1.89

***

Question: Which value of HOMO does entry 2 give?
Answer: -9.7 eV

***

Copy entry 3 word for word.
ORCA calculation (the ωB97M-V functional and the def2-TZVPD basis) on C26H30FN7O2 in the gas phase at a distorted geometry.

gap between HOMO and LUMO	7.655	eV
spin multiplicity	1
structure (SMILES)	CCc1ccc2[nH]c(=O)c([C@H](c3nnnn3CCOC)N3CCN(c4ccc(F)cc4)CC3)cc2c1
HOMO	-7.5	eV
total charge	0
energy above the lowest of the compared OMol25 structures with the same formula, charge and spin	16.3	kJ/mol

Element x y z (Å)
C  5.73  -1.18  3.00
C  4.32  -1.06  3.57
C  3.30  -1.48  2.55
C  3.02  -2.84  2.36
C  2.11  -3.26  1.42
C  1.45  -2.32  0.63
N  0.54  -2.69  -0.33
C  -0.15  -1.84  -1.15
O  -0.90  -2.30  -2.01
C  0.10  -0.42  -0.94
C  -0.69  0.50  -1.85
C  0.14  1.63  -2.35
N  1.00  2.38  -1.69
N  1.45  3.28  -2.54
N  0.92  3.15  -3.68
N  0.08  2.12  -3.62
C  -0.72  1.71  -4.74
C  -2.22  2.03  -4.55
O  -2.58  3.33  -4.94
C  -2.15  4.35  -4.07
N  -1.93  1.07  -1.32
C  -1.80  1.94  -0.16
C  -2.48  1.33  1.08
N  -2.29  -0.10  1.10
C  -1.52  -0.77  2.01
C  -1.64  -2.16  2.15
C  -0.85  -2.86  3.04
C  0.05  -2.18  3.83
F  0.83  -2.86  4.70
C  0.18  -0.81  3.74
C  -0.59  -0.11  2.83
C  -3.00  -0.76  0.03
C  -3.05  0.17  -1.21
C  1.00  -0.02  -0.01
C  1.71  -0.95  0.80
C  2.65  -0.55  1.77
H  5.93  -2.21  2.71
H  6.47  -0.88  3.74
H  5.84  -0.55  2.12
H  4.14  -0.02  3.86
H  4.23  -1.69  4.46
H  3.52  -3.57  2.98
H  1.90  -4.31  1.29
H  0.37  -3.68  -0.47
H  -0.99  -0.12  -2.71
H  -0.34  2.23  -5.61
H  -0.60  0.63  -4.88
H  -2.50  1.85  -3.50
H  -2.80  1.37  -5.20
H  -2.42  4.12  -3.03
H  -2.68  5.25  -4.38
H  -1.07  4.53  -4.14
H  -2.28  2.90  -0.39
H  -0.75  2.13  0.04
H  -2.09  1.79  1.99
H  -3.56  1.53  1.05
H  -2.36  -2.71  1.57
H  -0.95  -3.93  3.14
H  0.89  -0.29  4.36
H  -0.45  0.95  2.75
H  -2.48  -1.67  -0.25
H  -4.02  -1.02  0.33
H  -3.95  0.79  -1.17
H  -3.10  -0.45  -2.11
H  1.23  1.03  0.10
H  2.85  0.50  1.89

***

Question: Look up the total charge of the third one.
Answer: 0